Entry 1:
C12H14FN4O2 | the ωB97M-V functional and the def2-TZVPD basis

Values from the calculation:
Total charge ... +1
Kohn-Sham gap ... 9.423 eV
LUMO level ... -3.47 eV

Positions of all 33 atoms, in Å:
C  0.79  -4.18  -1.05
C  -0.09  -3.50  -1.49
N  -1.20  -2.83  -1.90
C  -1.61  -1.72  -1.27
N  -2.69  -1.01  -1.58
C  -2.72  -0.02  -0.70
C  -3.82  0.99  -0.70
C  -5.19  0.28  -0.71
F  -3.72  1.80  0.41
N  -1.67  -0.09  0.13
C  -1.30  0.73  1.15
C  -0.72  1.46  1.89
N  -0.95  -1.20  -0.23
H  1.55  -4.83  -0.67
H  -1.72  -3.18  -2.70
H  -3.74  1.58  -1.61
H  -5.62  0.28  -1.71
H  -5.09  -0.76  -0.40
H  -5.85  0.77  0.00
H  -0.19  2.12  2.55
H  -0.09  -1.50  0.22
O  2.25  -0.88  1.03
C  2.95  0.10  1.05
O  3.34  0.67  2.20
C  4.07  1.89  1.94
C  4.57  1.75  0.51
C  3.47  0.90  -0.13
H  3.38  2.73  2.05
H  4.87  1.99  2.67
H  4.74  2.70  0.02
H  5.51  1.19  0.50
H  2.66  1.51  -0.53
H  3.85  0.24  -0.91

Entry 2:
C12H14FNO5PtS | the ωB97M-V functional and the def2-TZVPD basis

Values from the calculation:
2S+1 ... 5
Total charge ... -2
Kohn-Sham gap (alpha / beta) ... 4.879 / 6.390 eV
LUMO level (alpha / beta) ... 4.98 / 4.69 eV

Positions of all 35 atoms, in Å:
Pt  0.09  -0.83  -0.12
N  0.76  -1.19  1.94
C  2.02  -0.63  2.40
C  3.11  -0.50  1.32
O  4.28  -0.41  1.78
O  2.72  -0.45  0.13
H  0.00  -0.96  2.58
H  0.79  -2.21  1.88
H  2.44  -1.25  3.20
H  1.86  0.37  2.82
F  -4.73  3.99  -0.86
C  -3.52  3.40  -0.75
C  -2.96  3.32  0.50
C  -1.74  2.68  0.64
C  -1.06  2.12  -0.46
C  0.24  1.49  -0.27
C  -1.72  2.18  -1.71
C  -2.94  2.84  -1.87
H  -3.48  3.72  1.36
H  -1.30  2.60  1.62
H  0.72  1.73  0.67
H  0.95  1.52  -1.11
H  -1.22  1.72  -2.55
H  -3.43  2.95  -2.83
C  1.95  -1.85  -2.33
C  0.65  -1.12  -2.11
O  0.01  -0.74  -3.07
H  2.09  -2.01  -3.41
H  1.89  -2.79  -1.79
H  2.77  -1.30  -1.88
S  -2.01  -0.91  0.50
O  0.39  -4.09  2.15
C  0.19  -4.37  0.93
O  0.46  -3.65  -0.05
H  -0.24  -5.37  0.73

Entry 3:
C12H14N2O | the ωB97M-V functional and the def2-TZVPD basis

Values from the calculation:
Total charge ... 0
Kohn-Sham gap ... 8.636 eV
LUMO level ... 0.57 eV

Positions of all 29 atoms, in Å:
C  1.16  2.44  1.39
C  0.58  1.13  0.94
C  0.14  1.03  -0.33
C  -0.61  -0.12  -1.10
C  -2.27  0.06  -1.02
C  -2.69  -0.08  -2.50
O  -3.04  -1.11  -2.98
N  -2.79  -0.93  -0.12
N  -2.07  -1.88  0.55
C  -1.02  -2.60  -0.13
C  -0.12  -1.37  -0.52
C  1.23  -1.87  -1.03
C  -0.63  -1.58  0.88
C  -0.01  -1.15  2.07
C  0.58  0.09  2.03
H  2.22  2.23  1.68
H  0.65  3.07  2.18
H  1.28  3.05  0.54
H  0.49  1.85  -0.86
H  -0.31  -0.03  -2.18
H  -2.45  0.96  -0.55
H  -2.65  0.97  -2.92
H  -3.66  -0.67  0.29
H  -0.96  -3.71  -0.07
H  1.31  -2.86  -0.66
H  2.04  -1.26  -0.89
H  1.24  -2.08  -2.10
H  -0.06  -1.87  2.89
H  1.16  0.54  2.91

Entry 4:
C12H14N2O | the ωB97M-V functional and the def2-TZVPD basis

Values from the calculation:
Total charge ... 0
Kohn-Sham gap ... 8.912 eV
LUMO level ... 0.69 eV

Positions of all 29 atoms, in Å:
C  1.86  1.62  -2.43
C  1.65  0.37  -1.58
C  1.02  0.63  -0.22
N  1.67  1.56  0.56
O  -0.54  1.28  -0.63
C  -1.42  0.44  -0.11
C  -2.80  0.60  -0.17
C  -3.61  -0.35  0.43
C  -3.08  -1.44  1.09
C  -1.70  -1.61  1.15
C  -0.89  -0.67  0.56
C  0.62  -0.67  0.53
C  1.23  -0.76  1.94
C  1.03  -1.86  -0.19
N  1.30  -2.85  -0.68
H  0.90  2.07  -2.67
H  2.36  1.34  -3.35
H  2.48  2.35  -1.92
H  2.60  -0.14  -1.41
H  0.99  -0.32  -2.12
H  1.90  2.41  0.06
H  1.20  1.77  1.43
H  -3.21  1.45  -0.69
H  -4.68  -0.23  0.37
H  -3.73  -2.17  1.55
H  -1.27  -2.46  1.66
H  0.68  -0.11  2.63
H  2.27  -0.47  1.93
H  1.16  -1.78  2.30

Entry 5:
C12H14N4O | the ωB97M-V functional and the def2-TZVPD basis

Values from the calculation:
Total charge ... 0
Kohn-Sham gap ... 9.153 eV
LUMO level ... 0.28 eV

Positions of all 31 atoms, in Å:
C  -1.01  1.13  -4.70
C  -0.47  1.28  -3.38
C  -0.62  2.38  -2.72
C  -0.16  2.54  -1.27
C  0.62  1.56  -0.56
C  0.92  1.57  0.81
N  0.20  0.30  1.59
C  0.59  0.21  2.96
O  1.35  1.23  3.65
C  -0.32  -0.89  3.52
N  0.01  -2.04  2.80
C  0.39  -3.18  3.22
N  0.40  -3.87  2.18
C  -0.33  -3.31  1.26
N  -0.58  -2.18  1.41
C  0.57  0.28  -1.21
C  0.03  0.20  -2.45
H  -1.14  0.05  -4.86
H  -1.93  1.67  -4.81
H  -0.16  1.45  -5.41
H  -1.10  3.10  -3.13
H  -0.29  3.57  -0.61
H  2.20  1.19  0.75
H  0.68  2.52  1.16
H  -0.47  -0.27  1.21
H  -1.49  -0.68  3.70
H  0.04  -1.09  4.54
H  1.07  -3.40  4.09
H  -0.62  -3.79  0.25
H  1.18  -0.67  -0.82
H  0.42  -0.85  -3.16

Entry 6:
C12H14NOS | the ωB97M-V functional and the def2-TZVPD basis

Values from the calculation:
Total charge ... +1
Kohn-Sham gap ... 8.416 eV
LUMO level ... -3.77 eV

Positions of all 29 atoms, in Å:
C  2.67  2.67  0.30
C  1.32  2.95  0.14
C  3.15  1.39  0.07
C  0.45  1.96  -0.27
C  2.29  0.38  -0.34
C  0.95  0.69  -0.50
C  1.80  -2.00  0.03
C  2.78  -1.03  -0.56
C  -5.70  0.36  -0.57
C  -4.86  -0.54  0.31
C  -4.69  0.74  0.48
C  2.29  -3.12  0.85
N  0.55  -1.86  -0.15
O  -1.39  -0.27  -0.14
S  -0.12  -0.65  -1.03
H  3.35  3.44  0.61
H  0.95  3.94  0.34
H  4.20  1.18  0.20
H  -0.61  2.16  -0.39
H  2.85  -1.22  -1.64
H  3.78  -1.16  -0.14
H  -5.45  0.47  -1.62
H  -6.75  0.48  -0.36
H  -4.67  -1.55  0.57
H  -2.22  -0.73  -0.34
H  -4.23  1.55  0.98
H  1.47  -3.69  1.27
H  2.91  -2.73  1.66
H  2.92  -3.78  0.26

Entry 7:
C12H14O3 | the ωB97M-V functional and the def2-TZVPD basis

Values from the calculation:
Total charge ... 0
Kohn-Sham gap ... 9.562 eV
LUMO level ... 0.43 eV

Positions of all 29 atoms, in Å:
C  2.66  -1.48  0.01
C  2.24  -0.05  -0.21
C  3.25  0.90  -0.36
C  2.97  2.24  -0.58
C  1.65  2.64  -0.65
C  0.63  1.70  -0.50
C  0.89  0.35  -0.29
C  -0.21  -0.69  -0.16
C  -1.63  -0.15  -0.01
C  -2.03  0.07  1.44
C  -3.53  -0.06  1.41
O  -4.32  0.27  2.22
O  -3.89  -0.67  0.26
C  -2.75  -1.09  -0.49
O  -2.51  -2.43  -0.30
H  1.88  -2.05  0.50
H  3.51  -1.49  0.69
H  2.97  -1.97  -0.91
H  4.29  0.59  -0.31
H  3.75  2.98  -0.70
H  1.39  3.68  -0.81
H  -0.38  2.08  -0.56
H  -0.16  -1.32  -1.05
H  0.02  -1.35  0.66
H  -1.79  0.74  -0.59
H  -1.69  1.01  1.86
H  -1.67  -0.73  2.08
H  -3.00  -0.83  -1.52
H  -2.55  -2.87  -1.15

Entry 8:
C12H15AsB2F10FeN4O4S5 | the ωB97M-V functional and the def2-TZVPD basis

Values from the calculation:
2S+1 ... 2
Total charge ... +1
Kohn-Sham gap (alpha / beta) ... 4.497 / 4.590 eV
LUMO level (alpha / beta) ... -7.71 / -7.65 eV

Positions of all 54 atoms, in Å:
Fe  -0.70  0.06  0.02
C  0.34  -1.03  -3.77
C  0.20  -0.35  -2.46
N  0.01  -1.00  -1.35
O  0.23  -2.30  -1.28
B  -0.49  -3.09  -0.20
F  -0.02  -4.34  -0.24
F  -1.82  -2.94  -0.37
O  -0.10  -2.52  1.16
N  -0.52  -1.30  1.41
C  -1.23  -0.95  2.43
C  -1.77  -1.91  3.43
C  -1.47  0.48  2.50
N  -0.99  1.15  1.48
O  -0.93  2.46  1.51
B  -0.85  3.24  0.21
F  -0.54  4.49  0.55
F  -1.98  3.07  -0.51
O  0.31  2.70  -0.63
N  0.16  1.47  -1.07
C  0.27  1.09  -2.31
C  0.43  2.02  -3.45
C  -2.23  1.13  3.58
H  0.41  -2.10  -3.61
H  1.20  -0.67  -4.34
H  -0.55  -0.83  -4.36
H  -1.39  -2.91  3.23
H  -2.86  -1.93  3.31
H  -1.55  -1.62  4.45
H  0.67  3.02  -3.10
H  -0.53  2.08  -3.97
H  1.18  1.66  -4.16
H  -2.14  0.61  4.53
H  -3.29  1.12  3.31
H  -1.91  2.17  3.67
F  -2.15  0.71  -1.47
As  -3.81  0.16  -0.87
F  -4.58  1.16  -2.00
F  -3.57  -1.14  -1.98
F  -5.19  -0.54  -0.14
F  -2.69  -0.73  0.33
F  -3.73  1.38  0.37
C  3.82  -0.84  -1.90
S  5.18  -1.05  -0.73
C  4.67  -0.41  0.79
C  3.43  0.01  1.25
S  1.94  -0.01  0.43
S  3.43  0.64  2.90
C  5.11  0.37  3.24
S  5.79  0.77  4.69
S  6.00  -0.32  1.92
H  4.26  -1.04  -2.87
H  3.45  0.18  -1.86
H  3.04  -1.56  -1.69

Entry 9:
C12H15B11Br6Cl2F3IN2O2Re | the ωB97M-V functional and the def2-TZVPD basis

Values from the calculation:
2S+1 ... 2
Total charge ... +2
Kohn-Sham gap (alpha / beta) ... 3.194 / 2.998 eV
LUMO level (alpha / beta) ... -10.50 / -10.70 eV

Positions of all 55 atoms, in Å:
Re  0.08  0.63  -0.44
Br  -2.17  1.99  0.80
B  -2.71  0.76  2.23
B  -3.51  1.34  3.70
C  -2.87  0.36  4.95
B  -1.80  0.87  3.74
B  -1.68  -0.74  4.45
B  -3.32  -1.27  4.88
B  -4.45  0.01  4.41
B  -4.38  0.23  2.62
Br  -5.93  0.80  1.58
B  -4.28  -1.43  3.38
Br  -5.69  -2.74  3.19
B  -2.52  -1.90  3.40
Br  -1.89  -3.72  3.22
B  -1.62  -0.55  2.68
Br  0.05  -0.90  1.63
B  -3.20  -0.97  1.97
Br  -3.40  -1.85  0.23
H  -3.82  2.45  3.89
H  -2.76  0.82  5.92
H  -0.97  1.68  3.95
H  -0.75  -1.01  5.13
H  -3.49  -1.90  5.85
H  -5.39  0.25  5.06
N  -0.48  1.93  -2.17
N  -1.67  1.42  -2.71
C  -2.28  0.33  -2.12
O  -3.32  -0.11  -2.49
O  -1.53  -0.16  -1.09
H  -0.62  2.88  -1.82
H  0.24  1.96  -2.88
H  -2.16  1.92  -3.43
I  1.86  2.25  0.55
Cl  2.94  -1.86  0.19
C  3.74  -3.16  1.13
Cl  5.20  -2.57  1.91
H  4.00  -3.95  0.44
H  3.04  -3.50  1.88
F  5.17  -2.35  -7.79
C  4.73  -3.25  -6.91
F  3.93  -4.12  -7.53
F  5.77  -3.91  -6.40
C  3.97  -2.58  -5.78
C  3.39  -3.40  -4.80
C  2.69  -2.83  -3.77
C  2.57  -1.42  -3.70
C  3.16  -0.60  -4.70
C  3.85  -1.19  -5.73
C  1.87  -0.81  -2.67
C  1.25  -0.29  -1.73
H  3.50  -4.47  -4.86
H  2.23  -3.45  -3.01
H  3.06  0.47  -4.65
H  4.30  -0.58  -6.50

Entry 10:
C12H15BCl2MgN6O2 | the ωB97M-V functional and the def2-TZVPD basis

Values from the calculation:
Total charge ... +2
Kohn-Sham gap (alpha / beta) ... 4.163 / 2.984 eV
LUMO level (alpha / beta) ... -10.90 / -12.23 eV

Positions of all 39 atoms, in Å:
C  -1.33  0.13  -2.73
N  -0.37  0.42  -1.83
N  0.50  1.29  -2.48
C  0.04  1.62  -3.68
C  -1.14  0.89  -3.90
B  1.84  1.61  -1.79
N  1.51  2.30  -0.46
N  0.82  1.61  0.53
C  0.94  2.37  1.65
C  1.60  3.58  1.34
C  1.94  3.48  -0.01
Mg  -0.14  -0.25  0.15
N  2.49  0.23  -1.44
N  1.85  -0.69  -0.62
C  2.67  -1.75  -0.52
C  3.85  -1.51  -1.25
C  3.69  -0.24  -1.82
H  2.38  -2.62  0.06
H  4.30  0.37  -2.45
H  4.69  -2.15  -1.36
H  2.58  2.24  -2.49
H  2.50  4.10  -0.70
H  0.62  2.30  -4.29
H  1.88  4.38  2.00
H  -1.72  0.88  -4.80
H  0.58  2.00  2.60
H  -2.10  -0.59  -2.48
H  -0.48  -0.58  2.74
C  -1.38  -0.24  3.26
H  -1.12  0.49  4.02
H  -2.08  0.19  2.54
H  -1.84  -1.11  3.73
Cl  -1.71  -4.83  -0.18
C  -2.51  -3.52  0.72
Cl  -2.40  -3.70  2.47
C  -1.83  -2.19  0.36
O  -2.49  -1.22  -0.11
O  -0.57  -2.17  0.61
H  -3.57  -3.56  0.45

Entry 11:
C12H15Cr2N9O18 | the ωB97M-V functional and the def2-TZVPD basis

Values from the calculation:
2S+1 ... 7
Total charge ... 0
Kohn-Sham gap (alpha / beta) ... 2.512 / 4.430 eV
LUMO level (alpha / beta) ... -5.13 / -3.21 eV

Positions of all 56 atoms, in Å:
Cr  2.60  1.23  3.03
Cr  -1.10  3.14  0.38
N  -3.69  2.84  -0.16
O  -2.96  3.71  -0.60
O  -4.73  2.41  -0.62
O  -3.01  2.22  0.66
N  0.32  0.14  0.81
O  0.27  -0.97  0.37
O  -0.49  1.06  0.53
O  1.28  0.53  1.48
N  2.62  -1.11  4.27
O  2.12  -0.05  4.62
O  2.77  -2.14  4.88
O  3.08  -0.87  3.16
N  -0.15  3.01  3.52
O  -0.80  3.16  2.50
O  -0.40  3.49  4.58
O  0.92  2.39  3.37
N  0.42  2.97  -2.45
O  1.08  3.96  -2.35
O  0.74  2.13  -3.20
O  -0.56  2.91  -1.69
N  2.33  3.60  0.71
O  2.90  4.47  0.12
O  1.16  3.32  0.53
O  2.88  2.83  1.51
N  -3.11  -0.46  -4.13
C  -1.94  -1.11  -4.12
C  -1.36  -1.04  -2.87
C  -2.31  -0.46  -2.06
C  -3.34  -0.01  -2.89
H  -3.71  -0.36  -4.93
H  -1.72  -1.63  -5.05
H  -0.45  -1.54  -2.57
H  -2.25  -0.21  -1.01
H  -4.20  0.57  -2.60
N  3.64  -0.95  -0.20
C  4.67  -0.18  0.32
C  4.61  1.08  -0.34
C  3.46  1.07  -1.10
C  2.90  -0.22  -1.12
H  3.43  -1.91  0.03
H  5.40  -0.61  0.98
H  5.29  1.88  -0.11
H  3.18  1.92  -1.70
H  1.99  -0.61  -1.56
N  -1.72  -4.89  1.58
C  -2.77  -5.58  1.07
C  -3.34  -4.87  0.04
C  -2.67  -3.66  0.01
C  -1.56  -3.73  0.89
H  -1.18  -5.21  2.38
H  -3.00  -6.58  1.41
H  -4.06  -5.14  -0.71
H  -2.76  -2.89  -0.74
H  -0.75  -3.06  1.15

Entry 12:
C12H15F3N2O | the ωB97M-V functional and the def2-TZVPD basis

Values from the calculation:
Total charge ... 0
Kohn-Sham gap ... 8.611 eV
LUMO level ... 0.73 eV

Positions of all 33 atoms, in Å:
C  -2.12  -0.85  -0.75
C  -0.84  -1.62  -0.85
C  -0.93  -3.01  -0.97
N  -2.13  -3.67  -1.07
C  0.25  -3.76  -1.10
C  1.49  -3.18  -1.10
C  1.57  -1.79  -0.95
C  0.43  -0.98  -0.79
C  0.60  0.51  -0.66
C  0.47  1.04  0.82
C  1.47  0.38  1.80
N  0.64  2.50  0.77
C  -0.28  3.45  1.17
O  -1.38  3.08  1.57
C  0.02  5.03  1.17
F  -0.02  5.58  2.41
F  1.31  5.25  0.81
F  -0.82  5.70  0.33
H  -2.50  -0.54  -1.77
H  -2.01  0.06  -0.16
H  -2.92  -1.47  -0.27
H  -2.05  -4.62  -1.36
H  -3.04  -3.19  -1.19
H  0.20  -4.84  -1.19
H  2.34  -3.83  -1.14
H  2.59  -1.35  -0.98
H  -0.11  1.04  -1.33
H  1.57  0.78  -1.06
H  -0.55  0.79  1.19
H  2.52  0.60  1.52
H  1.27  0.77  2.81
H  1.41  -0.71  1.87
H  1.53  2.86  0.46

no.,strongest force on any atom (Eh/bohr)
1,0.020
2,0.022
3,0.085
4,0.044
5,0.242
6,0.019
7,0.025
8,0.090
9,0.045
10,0.058
11,0.125
12,0.045